Computed, not measured: the molecule C2H3Br2N at a distorted geometry, with ωB97M-V/def2-TZVPD.

Last column: natural (NBO) charge in e.
Element x y z (Å)
C: 0.468 -0.631 0.590  -0.400
Br: -2.376 -0.221 0.415  -0.092
H: -1.051 1.337 -1.640  0.382
C: -0.496 0.288 -0.178  0.270
H: 0.465 -0.387 1.728  0.279
H: 0.732 -1.551 0.061  0.275
Br: 2.510 0.183 0.158  -0.141
N: -0.252 0.982 -1.133  -0.573

Results
structure (SMILES) = [H]/N=C(\Br)CBr
energy relative to the best compared isomer or geometry (same formula, charge and spin) = 17.44 kcal/mol
orbital gap = 9.67 eV
total energy = -5280.741189 Ha
lowest unoccupied orbital energy = -0.52 eV

---

Computed, not measured: a structure of composition C46H41LaN5O6PS3 at a distorted geometry, with ωB97M-V/def2-TZVPD.

Last column: Löwdin charge in e.
Element x y z (Å)
C: -1.620 -2.724 -0.902  -0.324
C: 0.256 -3.523 4.716  -0.075
C: -1.983 4.734 0.703  -0.085
H: -4.325 2.529 1.959  0.075
H: -3.466 5.992 1.621  0.074
C: 3.340 -3.708 -1.179  -0.064
S: 2.447 -2.350 0.984  0.431
H: -0.689 3.789 -1.288  0.112
C: -2.597 -4.557 0.340  -0.097
C: 1.427 -2.786 4.716  -0.034
C: -1.118 4.155 3.256  -0.028
C: 1.851 1.316 -1.917  -0.478
O: 4.032 -0.556 -2.277  0.057
H: -1.688 -1.173 3.255  0.080
C: -4.719 -0.916 1.859  -0.060
C: -0.833 -1.658 3.712  -0.132
H: 0.255 -4.539 5.094  0.098
H: 2.359 -3.204 5.072  0.110
C: -0.617 -0.630 -2.557  -0.352
H: -5.869 0.701 -0.034  0.074
C: 3.973 2.200 3.070  -1.138
H: -4.426 1.664 -0.425  0.081
H: 1.687 2.845 -4.108  0.103
H: 4.870 1.061 -6.365  0.086
C: -0.296 3.354 -0.364  -0.108
H: -4.440 -0.076 -0.745  0.067
H: 3.052 2.754 -6.187  0.083
H: -2.665 5.452 3.925  0.085
H: -0.768 3.906 4.250  0.104
H: -4.337 -1.723 1.233  0.070
N: 2.585 0.499 3.653  -0.082
O: 1.870 0.307 -1.117  -0.262
H: -2.057 0.469 -1.399  0.077
S: 3.693 2.257 1.397  0.532
C: 3.731 0.307 -3.260  -0.266
C: 1.141 -2.730 -1.492  -0.289
C: -0.303 0.169 -4.816  -0.093
H: -4.773 -3.384 -1.969  0.093
C: -1.312 1.104 -4.643  -0.102
H: 4.214 -3.831 -0.554  0.112
C: 3.245 -4.361 -2.397  -0.083
H: 0.130 -3.392 -3.255  0.105
C: 3.246 2.068 -5.371  -0.122
C: 4.818 4.842 2.809  -0.485
H: 5.086 4.682 1.767  -0.003
C: 1.044 -3.460 -2.676  -0.106
C: -1.537 -3.699 0.097  -0.083
La: 1.016 0.589 1.369  1.833
C: 2.702 1.256 -3.151  -0.075
H: 0.864 -1.376 -3.926  0.095
H: 4.068 -4.970 -2.750  0.096
O: 3.046 -1.012 1.017  -0.457
H: -5.777 1.574 2.350  0.073
C: -2.635 5.316 1.775  -0.150
C: -0.901 -2.951 4.215  -0.065
H: -1.569 1.785 -5.445  0.091
P: -0.213 -1.546 -1.024  1.112
H: -1.837 -3.492 4.185  0.095
H: -2.891 -1.875 -2.409  0.092
H: -2.508 -5.302 1.122  0.094
H: 3.771 5.130 2.866  0.031
H: 3.493 -1.000 4.757  0.122
H: -2.305 4.961 -0.310  0.096
H: 5.292 -0.492 -4.473  0.106
C: -2.798 -2.626 -1.633  -0.092
N: 1.198 2.427 -1.746  0.073
C: -4.213 0.443 1.354  -0.637
C: -1.953 1.195 -3.414  -0.086
H: 0.247 0.125 -5.748  0.099
C: -0.914 3.850 0.862  -0.157
O: 1.041 -2.230 1.399  -0.459
C: 2.486 2.124 -4.216  -0.052
H: 3.366 -0.395 -1.558  0.070
C: -1.598 0.350 -2.377  -0.117
C: -4.683 1.556 2.298  -0.059
H: -4.284 1.393 3.301  0.082
C: -1.518 0.446 1.279  -0.189
C: -4.774 0.699 -0.052  -0.063
H: -2.712 1.950 -3.245  0.098
H: -5.814 -0.947 1.845  0.074
C: 2.078 -4.261 -3.135  -0.085
N: 0.657 2.503 -0.450  -0.073
H: -4.381 -1.090 2.883  0.075
H: 5.440 5.631 3.236  0.012
C: -0.450 3.525 2.172  -0.402
C: 0.040 -0.692 -3.782  -0.084
C: 2.299 -2.913 -0.718  -0.244
H: -4.604 -5.117 -0.203  0.088
H: 1.969 -4.803 -4.067  0.095
S: 5.129 3.377 3.804  0.742
O: 0.523 2.715 2.388  -0.285
N: 3.611 1.357 4.000  -0.110
C: -2.741 0.434 1.300  -0.194
C: -3.771 -4.453 -0.400  -0.121
C: 2.617 -0.646 4.215  -0.107
O: 3.202 -3.376 1.662  -0.306
C: -3.864 -3.485 -1.386  -0.109
N: 0.287 -0.948 3.709  0.050
C: 1.403 -1.496 4.199  -0.289
C: 4.262 1.120 -5.469  -0.121
C: -2.177 5.011 3.061  -0.132
C: 4.504 0.249 -4.425  -0.031
H: -0.642 -3.769 0.704  0.093

Results
energy relative to the best compared isomer or geometry (same formula, charge and spin) = 0.00 kcal/mol
charge = -2
orbital gap = 6.28 eV
total energy = -4070.450295 Ha
lowest unoccupied orbital energy = 4.12 eV

---

Computed, not measured: the ion C3H6N3O with charge +1 at a distorted geometry, with ωB97M-V/def2-TZVPD.

Last column: natural (NBO) charge in e.
Element x y z (Å)
N: 1.234 -1.587 0.035  0.001
O: 1.827 -0.559 0.231  -0.133
H: 2.334 2.526 0.518  0.469
C: 1.579 0.654 0.411  0.678
N: 1.957 1.761 -0.103  -0.741
H: -2.234 0.262 -0.955  0.245
C: -2.131 -0.142 0.046  -0.462
H: 2.044 1.900 -1.119  0.440
H: -2.231 0.819 0.751  0.252
H: -0.581 -2.634 -0.061  0.230
C: -0.131 -1.573 -0.008  0.157
N: -0.732 -0.465 -0.022  -0.371
H: -2.935 -0.960 0.277  0.236

Results
energy relative to the best compared isomer or geometry (same formula, charge and spin) = 156.77 kcal/mol
charge = +1
orbital gap (spin up / spin down) = 8.25 / 8.58 eV
total energy = -356.906914 Ha
lowest unoccupied orbital energy (spin up / spin down) = -6.01 / -6.03 eV

---

Computed, not measured: the ion C3H6N3 with charge +1 at a distorted geometry, with ωB97M-V/def2-TZVPD.

Last column: natural (NBO) charge in e.
Element x y z (Å)
N: -1.983 -0.159 0.019  -0.525
H: -2.456 -0.015 0.846  0.398
C: 1.370 0.898 0.077  -0.328
C: 0.015 1.148 0.005  0.076
H: 2.391 -1.045 -0.208  0.245
N: -0.750 0.067 -0.219  0.004
H: 2.067 1.733 0.052  0.285
N: 0.390 -1.221 -0.011  -0.430
H: 0.347 -2.283 0.002  0.468
H: -0.461 2.117 0.170  0.274
C: 1.486 -0.495 -0.037  0.131
H: -2.417 -0.744 -0.695  0.401

Results
structure (SMILES) = N[n+]1ccc[nH]1
energy relative to the best compared isomer or geometry (same formula, charge and spin) = 61.22 kcal/mol
charge = +1
orbital gap = 9.83 eV
total energy = -281.820318 Ha
lowest unoccupied orbital energy = -4.53 eV

---

Computed, not measured: a cluster of 2 separate species, C4H10N2O2 in total at a distorted geometry, with ωB97M-V/def2-TZVPD.

Last column: natural (NBO) charge in e.
Element x y z (Å)
H: -2.031 1.631 5.359  0.244
H: -1.911 -0.155 5.413  0.246
C: -1.934 0.555 3.352  0.657
C: 2.812 -0.401 -3.491  0.657
H: -3.686 1.226 2.683  0.387
O: -0.827 0.109 2.994  -0.642
N: -2.715 1.029 2.429  -0.796
H: 0.840 -0.409 -2.744  0.398
O: 3.934 0.109 -3.330  -0.630
H: 1.488 -1.378 -4.613  0.196
H: -3.417 0.624 4.834  0.200
H: 1.998 0.756 -2.079  0.414
C: 2.587 -1.448 -4.546  -0.705
H: 2.863 -2.504 -4.391  0.246
N: 1.787 -0.024 -2.706  -0.821
H: 3.020 -1.107 -5.501  0.245
H: -2.491 0.685 1.492  0.412
C: -2.316 0.698 4.844  -0.707

Results
structure (SMILES) = CC(N)=O.CC(N)=O
energy relative to the best compared isomer or geometry (same formula, charge and spin) = 26.16 kcal/mol
orbital gap = 10.12 eV
total energy = -418.419269 Ha
lowest unoccupied orbital energy = 0.61 eV

---

Computed, not measured: a cluster of 9 separate species, C24H64NO10S8 in total, with ωB97M-V/def2-TZVPD.

Last column: Löwdin charge in e.
Element x y z (Å)
O: -4.666 -3.474 -2.840  -0.065
H: -2.643 -2.320 0.165  0.043
S: -4.752 5.731 1.587  0.808
C: -3.860 -5.276 0.021  -0.191
H: 1.272 12.058 -7.233  0.054
C: -2.770 -5.524 -1.027  -0.207
H: 3.081 7.002 -3.669  0.063
O: 4.052 7.527 -1.064  -0.564
H: 9.226 -6.540 2.549  0.046
H: -6.683 -2.429 0.248  0.053
C: -1.779 -2.693 -0.372  -0.102
H: -0.210 -11.939 4.702  0.048
H: 1.085 -11.190 5.693  0.054
H: 5.367 7.925 -3.506  0.058
H: -2.302 1.929 -0.661  0.061
S: 1.115 -5.968 3.514  0.802
H: 2.076 4.271 0.318  0.063
C: -0.145 5.177 -1.093  -0.257
H: 3.424 -6.013 4.164  0.056
O: 3.144 11.110 -4.358  -0.568
H: 0.684 11.015 -5.914  0.052
H: -6.805 -4.087 -1.458  0.126
C: -1.323 -5.164 -0.626  -0.225
H: -4.225 0.367 -0.832  0.049
S: 0.545 6.088 0.298  0.802
H: 2.646 5.624 -0.724  0.025
S: 3.656 8.616 -2.003  0.816
H: -6.013 7.707 1.240  0.044
H: -2.593 6.350 2.406  0.059
C: -4.947 7.499 1.314  -0.278
H: -3.813 -6.090 0.749  0.104
H: -5.172 -0.238 0.521  0.038
H: 5.853 9.311 -2.492  0.051
C: 1.565 11.350 -6.458  -0.267
H: 1.762 -3.764 2.829  0.055
C: -1.198 -3.958 0.298  -0.270
H: -5.259 -5.879 -1.532  0.106
H: -0.146 -3.805 0.552  0.081
H: -0.782 -6.023 -0.220  0.081
S: 7.084 -5.590 2.238  0.798
C: 5.053 8.884 -3.093  -0.268
H: 2.998 -7.343 3.068  0.038
H: 8.191 -7.590 1.544  0.056
H: 8.949 -6.124 0.838  0.051
H: 1.876 -3.988 4.608  0.050
C: -5.264 -5.298 -0.608  -0.180
H: -0.068 4.107 -0.897  0.058
H: -5.939 -5.804 0.095  0.093
H: 1.998 -9.956 3.709  0.059
H: -1.719 -4.125 1.241  0.091
H: -4.448 7.775 0.385  0.054
H: -4.522 8.042 2.158  0.049
H: -2.608 4.724 1.708  0.027
H: -6.877 -3.906 0.904  0.050
H: -2.614 6.138 0.631  0.041
H: 4.756 9.581 -3.875  0.018
C: 1.286 -4.189 3.714  -0.261
C: -5.886 -3.929 -0.872  -0.337
H: -0.791 -4.898 -1.547  0.101
O: -5.181 5.052 0.334  -0.556
O: 0.457 -6.205 2.200  -0.538
H: -2.076 -2.924 -1.396  0.072
H: 2.761 5.757 1.036  0.055
H: 2.376 8.623 -4.003  0.033
H: -0.613 -11.129 6.237  0.045
C: -2.962 5.741 1.583  -0.292
H: 3.216 -5.699 2.414  0.041
C: 2.588 7.875 -3.240  -0.259
H: 5.147 -5.408 0.893  0.039
O: -0.110 5.562 1.527  -0.556
H: 1.667 7.579 -2.741  0.035
H: -1.633 2.605 0.851  0.039
C: -5.049 -2.965 -1.765  -0.688
H: -3.037 -5.029 -1.961  0.088
H: 1.032 -8.885 2.642  0.027
O: -2.368 -0.213 1.144  -0.549
C: 6.109 -5.897 0.760  -0.268
C: 8.507 -6.565 1.732  -0.278
H: 6.619 -5.474 -0.105  0.054
C: 2.172 5.352 0.217  -0.272
H: -2.777 -6.599 -1.240  0.099
H: -3.243 3.129 0.275  0.021
N: -6.210 -3.306 0.427  0.028
C: 1.024 -9.792 3.246  -0.268
H: -1.052 -1.882 -0.420  0.057
C: 0.046 -11.118 5.371  -0.278
C: 2.868 -6.282 3.266  -0.264
H: 3.622 13.185 -7.210  0.054
O: -4.904 -1.791 -1.347  -0.070
H: 5.966 -6.971 0.640  0.061
H: 0.739 -10.642 2.626  0.054
S: 2.646 12.168 -5.281  0.829
S: -0.209 -9.549 4.527  0.802
C: 3.979 12.507 -6.434  -0.268
O: 0.312 -8.503 5.442  -0.568
H: -1.192 5.456 -1.197  0.043
O: 6.432 -6.331 3.348  -0.555
C: -2.544 2.294 0.338  -0.289
H: 0.286 -3.776 3.825  0.055
H: 2.085 10.495 -6.891  0.060
H: -3.742 -4.315 0.519  0.093
H: 0.399 5.442 -2.000  0.041
H: 4.327 11.570 -6.868  0.059
S: -3.282 0.948 1.278  0.806
H: -5.276 1.508 0.098  0.052
H: 4.782 12.980 -5.874  0.051
C: -4.631 0.628 0.145  -0.269

Results
charge = -1
orbital gap = 5.19 eV
total energy = -4945.288536 Ha
lowest unoccupied orbital energy = 1.12 eV